Computed, not measured: a 9-piece molecular cluster, C39H86O15 overall in a non-equilibrium geometry, with ωB97M-V/def2-TZVPD.

Last columns: bonded neighbours and bond lengths (Å).
Element x y z (Å)
1 C -2.5996 3.1812 3.8501  C2 1.598, H7 1.106, H8 1.064, H9 1.084
2 C -3.1113 4.6407 3.4468  C1 1.598, C3 1.505, H10 1.100, H11 1.061
3 C -1.9773 5.1804 2.6171  C2 1.505, C4 1.585, H12 1.104, H13 1.137
4 C -2.0433 6.7110 2.2104  C3 1.585, C5 1.574, H14 1.072, H15 1.059
5 C -0.7349 6.9711 1.3746  C4 1.574, C6 1.496, H16 1.045, H17 1.096
6 C -0.5584 8.4365 1.1332  C5 1.496, H18 1.160, H19 1.098, H20 1.077
7 H -1.8623 3.2897 4.6678  C1 1.106
8 H -2.0983 2.6478 3.0784  C1 1.064
9 H -3.4357 2.5447 4.1150  C1 1.084
10 H -4.0196 4.6638 2.8261  C2 1.100
11 H -3.3132 5.2243 4.3091  C2 1.061
12 H -2.0907 4.5427 1.7229  C3 1.104
13 H -1.0660 4.9356 3.2511  C3 1.137
14 H -2.8965 6.9096 1.5929  C4 1.072
15 H -2.0659 7.3616 3.0456  C4 1.059
16 H 0.0342 6.4959 1.8983  C5 1.045
17 H -0.8379 6.4766 0.4022  C5 1.096
18 H -1.5673 8.9047 0.8032  C6 1.160
19 H -0.3627 8.9720 2.0714  C6 1.098
20 H 0.1825 8.5684 0.3623  C6 1.077
21 C 2.0899 -3.0157 4.7346  C22 1.586, H27 1.097, H28 1.092, H29 1.077
22 C 1.5060 -4.3642 4.1378  C21 1.586, C23 1.510, H30 1.110, H31 1.061
23 C 1.3775 -4.3305 2.6339  C22 1.510, C24 1.476, H32 1.100, H33 1.109
24 C 0.9327 -5.6417 2.1229  C23 1.476, C25 1.516, H34 1.068, H35 1.073
25 C 0.6306 -5.6400 0.6374  C24 1.516, C26 1.517, H36 1.087, H37 1.116
26 C 0.4514 -6.9310 -0.1395  C25 1.517, H38 1.082, H39 1.076, H40 1.123
27 H 2.0836 -2.9456 5.8297  C21 1.097
28 H 1.4749 -2.2060 4.3351  C21 1.092
29 H 3.0900 -2.8929 4.3534  C21 1.077
30 H 2.2119 -5.1681 4.4346  C22 1.110
31 H 0.6258 -4.6762 4.6405  C22 1.061
32 H 2.3788 -4.1254 2.2267  C23 1.100
33 H 0.7876 -3.4599 2.2833  C23 1.109
34 H 1.6280 -6.4396 2.2662  C24 1.068
35 H 0.1247 -5.9185 2.7725  C24 1.073
36 H -0.2481 -5.0092 0.5309  C25 1.087
37 H 1.4361 -5.0321 0.1613  C25 1.116
38 H -0.3408 -7.5036 0.3257  C26 1.082
39 H 0.2650 -6.7234 -1.1785  C26 1.076
40 H 1.3473 -7.5948 -0.0073  C26 1.123
41 C -0.4429 0.4601 -3.3353  C42 1.561, H47 1.072, H48 1.073, H49 1.055
42 C -1.1077 -0.8910 -3.7464  C41 1.561, C43 1.537, H50 1.101, H51 1.100
43 C -0.6892 -2.0158 -2.7858  C42 1.537, C44 1.598, H52 1.074, H53 1.087
44 C -0.8306 -1.7662 -1.2135  C43 1.598, C45 1.547, H54 1.113, H55 1.102
45 C -2.2897 -1.5001 -0.7745  C44 1.547, C46 1.544, H56 1.098, H57 1.109
46 C -3.3733 -2.4655 -1.3014  C45 1.544, H58 1.144, H59 1.093, H60 1.148
47 H 0.5121 0.1891 -2.9312  C41 1.072
48 H -0.9334 0.8722 -2.4745  C41 1.073
49 H -0.3119 1.1556 -4.1177  C41 1.055
50 H -2.1583 -0.5777 -3.8495  C42 1.101
51 H -0.8721 -1.2415 -4.7623  C42 1.100
52 H 0.3517 -2.2439 -2.9226  C43 1.074
53 H -1.1903 -2.9628 -2.9691  C43 1.087
54 H -0.4845 -2.6854 -0.6903  C44 1.113
55 H -0.2375 -0.9208 -0.8275  C44 1.102
56 H -2.2223 -1.4974 0.3212  C45 1.098
57 H -2.6204 -0.4681 -1.0086  C45 1.109
58 H -3.1792 -3.5131 -0.8847  C46 1.144
59 H -4.3243 -2.0836 -0.9208  C46 1.093
60 H -3.4141 -2.3636 -2.4443  C46 1.148
61 C -4.5065 -1.4309 7.6671  C62 1.562, H67 1.100, H68 1.081, H69 1.101
62 C -2.9571 -1.5537 7.5127  C61 1.562, C63 1.522, H70 1.074, H71 1.092
63 C -2.4019 -0.5917 6.4726  C62 1.522, C64 1.517, H72 1.119, H73 1.098
64 C -1.0167 -0.8859 5.9291  C63 1.517, C65 1.525, H74 1.047, H75 1.095
65 C -0.4342 0.3122 5.1863  C64 1.525, C66 1.483, H76 1.077, H77 1.089
66 C -0.7737 0.2945 3.7426  C65 1.483, H78 1.110, H79 1.122, H80 1.058
67 H -4.8123 -0.3942 7.4610  C61 1.100
68 H -4.9620 -1.7169 8.6046  C61 1.081
69 H -4.9964 -2.0193 6.8755  C61 1.101
70 H -2.4481 -1.3250 8.4308  C62 1.074
71 H -2.7007 -2.5627 7.1831  C62 1.092
72 H -2.5592 0.4572 6.8284  C63 1.119
73 H -3.0898 -0.6266 5.6177  C63 1.098
74 H -0.3233 -1.2082 6.6442  C64 1.047
75 H -1.0648 -1.6535 5.1500  C64 1.095
76 H -0.7604 1.2741 5.5458  C65 1.077
77 H 0.6527 0.2533 5.2109  C65 1.089
78 H -0.4336 1.1610 3.1371  C66 1.110
79 H -0.3508 -0.5991 3.2129  C66 1.122
80 H -1.8311 0.2620 3.7397  C66 1.058
81 C 3.3878 -2.4218 -0.7623  O82 1.446, H87 1.077, H88 1.060, H89 1.144
82 O 4.0973 -3.0623 0.3228  C81 1.446, C83 1.337
83 C 5.4073 -3.2898 0.1782  O82 1.337, O84 1.217, O85 1.381
84 O 6.0864 -3.0755 -0.8082  C83 1.217
85 O 5.8058 -3.9619 1.3164  C83 1.381, C86 1.451
86 C 7.1692 -4.4557 1.2801  O85 1.451, H90 1.149, H91 1.103, H92 1.073
87 H 2.4231 -2.1755 -0.3514  C81 1.077
88 H 3.3267 -3.0801 -1.5905  C81 1.060
89 H 3.8401 -1.4224 -1.0865  C81 1.144
90 H 7.2245 -5.4228 0.6614  C86 1.149
91 H 7.4796 -4.7355 2.3011  C86 1.103
92 H 7.9086 -3.7551 0.9437  C86 1.073
93 C 0.8699 -4.8133 -6.3994  O94 1.393, H99 1.141, H100 1.103, H101 1.084
94 O 1.5544 -3.6816 -5.9608  C93 1.393, C95 1.334
95 C 2.6030 -3.8323 -5.1497  O94 1.334, O96 1.221, O97 1.382
96 O 2.9483 -2.9274 -4.4061  C95 1.221
97 O 3.1492 -5.0959 -5.2721  C95 1.382, C98 1.449
98 C 4.3548 -5.2694 -4.4871  O97 1.449, H102 1.113, H103 1.094, H104 1.077
99 H 0.1528 -5.1980 -5.5992  C93 1.141
100 H 1.5373 -5.6375 -6.7034  C93 1.103
101 H 0.2783 -4.5081 -7.2544  C93 1.084
102 H 4.6432 -6.3372 -4.6088  C98 1.113
103 H 4.1527 -5.0137 -3.4429  C98 1.094
104 H 5.1078 -4.6003 -4.8673  C98 1.077
105 C -1.1888 1.7298 -7.6948  O106 1.401, H111 1.128, H112 1.099, H113 1.131
106 O -0.8449 2.6681 -6.7127  C105 1.401, C107 1.326
107 C 0.1545 3.4937 -6.9904  O106 1.326, O108 1.191, O109 1.367
108 O 0.7573 3.5618 -8.0158  C107 1.191
109 O 0.5728 4.1495 -5.8657  C107 1.367, C110 1.399
110 C 1.7720 4.8647 -5.9458  O109 1.399, H114 1.083, H115 1.070, H116 1.075
111 H -0.2424 1.1528 -7.9057  C105 1.128
112 H -1.4170 2.3400 -8.5801  C105 1.099
113 H -2.0077 1.1615 -7.1607  C105 1.131
114 H 2.5834 4.2147 -6.2476  C110 1.083
115 H 1.9845 5.2834 -4.9839  C110 1.070
116 H 1.6910 5.6301 -6.6966  C110 1.075
117 C 3.5941 1.2491 -3.5649  O118 1.434, H123 1.117, H124 1.117, H125 1.092
118 O 2.5019 2.0694 -3.1271  C117 1.434, C119 1.301
119 C 2.2235 1.9273 -1.8642  O118 1.301, O120 1.213, O121 1.343
120 O 2.6539 1.0818 -1.1085  C119 1.213
121 O 1.3817 2.8611 -1.3913  C119 1.343, C122 1.442
122 C 0.9699 2.6959 -0.0189  O121 1.442, H126 1.089, H127 1.088, H128 1.081
123 H 3.8059 0.3006 -3.0142  C117 1.117
124 H 4.4250 1.9944 -3.6075  C117 1.117
125 H 3.3529 1.0078 -4.6025  C117 1.092
126 H 1.8171 2.8773 0.6412  C122 1.089
127 H 0.7862 1.6694 0.2928  C122 1.088
128 H 0.0482 3.1951 0.2458  C122 1.081
129 C -5.6295 4.2496 0.4870  O130 1.414, H135 1.079, H136 1.073, H137 1.106
130 O -4.2889 3.9176 0.1852  C129 1.414, C131 1.324
131 C -3.5553 4.8024 -0.4716  O130 1.324, O132 1.241, O133 1.351
132 O -4.0012 5.9017 -0.8375  C131 1.241
133 O -2.2838 4.3711 -0.6245  C131 1.351, C134 1.376
134 C -1.4809 4.9899 -1.5546  O133 1.376, H138 1.081, H139 1.110, H140 1.103
135 H -5.9413 3.4667 1.1608  C129 1.079
136 H -6.2047 4.2632 -0.4189  C129 1.073
137 H -5.6201 5.2909 0.8589  C129 1.106
138 H -0.4699 4.9472 -1.1750  C134 1.081
139 H -1.7881 6.0162 -1.8449  C134 1.110
140 H -1.4598 4.4098 -2.4921  C134 1.103

HOMO level   -10.2 eV
E_LUMO   0.5 eV
Kohn-Sham gap   10.7 eV
Charge   0
SMILES string   COC(=O)OC.COC(=O)OC.COC(=O)OC.COC(=O)OC.COC(=O)OC.CCCCCC.CCCCCC.CCCCCC.CCCCCC

These are the Mulliken partial charges, in e, on atoms 1 to 4: C -1.06; C -0.40; C -0.31; C -1.08

Computed, not measured: a 6-piece molecular cluster, C39H87IN7O14PS overall, with ωB97M-V/def2-TZVPD.

Last columns: bonded neighbours and bond lengths (Å).
Element x y z (Å)
1 N 2.6488 -4.1994 1.8348  C2 1.462, H19 1.011, H20 1.012
2 C 1.5436 -3.2421 1.8177  N1 1.462, C3 1.526, C18 1.570, H21 1.095
3 C 1.1601 -3.0590 0.3519  C2 1.526, O4 1.438, H22 1.088, H23 1.091
4 O -0.1946 -2.6175 0.1556  C3 1.438, S5 1.619
5 S -0.6463 -1.3848 1.1037  O4 1.619, O6 1.437, O7 1.645
6 O -1.6809 -0.7129 0.3674  S5 1.437
7 O 0.7068 -0.4732 0.8917  S5 1.645, C8 1.442
8 C 1.7428 -0.5623 1.8910  O7 1.442, C9 1.519, P15 1.936, C18 1.544
9 C 3.0446 -0.1513 1.2255  C8 1.519, C10 1.385, N14 1.332
10 C 4.1368 -0.9969 1.1242  C9 1.385, C11 1.391, H24 1.081
11 C 5.3100 -0.5253 0.5446  C10 1.391, C12 1.379, H25 1.084
12 C 5.3368 0.7655 0.0602  C11 1.379, C13 1.384, H26 1.082
13 C 4.1843 1.5228 0.1732  C12 1.384, N14 1.323, H27 1.087
14 N 3.0726 1.0910 0.7464  C9 1.332, C13 1.323
15 P 1.2671 0.6821 3.2958  C8 1.936, O16 1.651, I17 2.418
16 O 2.7461 1.2480 3.7624  P15 1.651, H28 0.965
17 I 0.3436 2.5598 2.0841  P15 2.418
18 C 1.7905 -1.9196 2.6262  C2 1.570, C8 1.544, H29 1.094, H30 1.092
19 H 3.1345 -4.2229 2.7209  N1 1.011
20 H 3.3105 -4.0480 1.0839  N1 1.012
21 H 0.6947 -3.7371 2.3003  C2 1.095
22 H 1.2170 -4.0284 -0.1395  C3 1.088
23 H 1.8336 -2.3867 -0.1825  C3 1.091
24 H 4.0921 -2.0084 1.5028  C10 1.081
25 H 6.1873 -1.1580 0.4750  C11 1.084
26 H 6.2175 1.1879 -0.4063  C12 1.082
27 H 4.1727 2.5360 -0.2207  C13 1.087
28 H 2.9577 0.8484 4.6153  O16 0.965
29 H 1.0381 -1.8847 3.4201  C18 1.094
30 H 2.7507 -1.9986 3.1410  C18 1.092
31 C -6.8891 -2.2107 5.8157  O32 1.411, H40 1.089, H41 1.096, H42 1.095
32 O -6.2195 -2.5916 4.6334  C31 1.411, C33 1.425
33 C -6.7189 -1.9778 3.4488  O32 1.425, C34 1.512, H43 1.094, H44 1.093
34 C -5.7141 -1.0091 2.8679  C33 1.512, N35 1.456, H45 1.094, H46 1.099
35 N -5.5553 0.1610 3.7196  C34 1.456, C36 1.459, H47 1.012
36 C -4.4605 1.0470 3.3386  N35 1.459, C37 1.522, H48 1.093, H49 1.095
37 C -3.0426 0.4957 3.3921  C36 1.522, O38 1.419, H50 1.092, H51 1.097
38 O -2.5739 0.2165 4.7016  C37 1.419, C39 1.411
39 C -2.9072 -1.0574 5.2093  O38 1.411, H52 1.095, H53 1.095, H54 1.091
40 H -6.5141 -2.8453 6.6173  C31 1.089
41 H -6.7041 -1.1637 6.0823  C31 1.096
42 H -7.9699 -2.3594 5.7257  C31 1.095
43 H -7.6728 -1.4807 3.6460  C33 1.094
44 H -6.9037 -2.7748 2.7239  C33 1.093
45 H -6.0664 -0.6841 1.8841  C34 1.094
46 H -4.7732 -1.5574 2.7170  C34 1.099
47 H -5.4116 -0.1462 4.6731  N35 1.012
48 H -4.5011 1.9212 3.9934  C36 1.093
49 H -4.6468 1.4042 2.3204  C36 1.095
50 H -2.3745 1.2621 2.9942  C37 1.092
51 H -2.9204 -0.3864 2.7522  C37 1.097
52 H -2.9595 -1.8074 4.4136  C39 1.095
53 H -3.8595 -1.0579 5.7489  C39 1.095
54 H -2.1246 -1.3460 5.9124  C39 1.091
55 C 3.8580 -3.2878 -7.2168  O56 1.413, H64 1.088, H65 1.096, H66 1.094
56 O 4.6857 -4.1045 -6.4141  C55 1.413, C57 1.421
57 C 5.9055 -3.4982 -6.0091  O56 1.421, C58 1.513, H67 1.094, H68 1.093
58 C 5.9177 -3.2453 -4.5178  C57 1.513, N59 1.455, H69 1.095, H70 1.100
59 N 4.9655 -2.2070 -4.1547  C58 1.455, C60 1.456, H71 1.012
60 C 4.7609 -2.0351 -2.7235  N59 1.456, C61 1.525, H72 1.093, H73 1.096
61 C 4.1730 -3.2012 -1.9369  C60 1.525, O62 1.414, H74 1.095, H75 1.097
62 O 2.8281 -3.5009 -2.2565  C61 1.414, C63 1.417
63 C 2.6482 -4.3766 -3.3564  O62 1.417, H76 1.093, H77 1.093, H78 1.090
64 H 3.0384 -3.9107 -7.5700  C55 1.088
65 H 3.4410 -2.4407 -6.6609  C55 1.096
66 H 4.4024 -2.8991 -8.0829  C55 1.094
67 H 6.0735 -2.5672 -6.5589  C57 1.094
68 H 6.7161 -4.1896 -6.2554  C57 1.093
69 H 6.9213 -2.9235 -4.2220  C58 1.095
70 H 5.7170 -4.2050 -4.0198  C58 1.100
71 H 4.0760 -2.4101 -4.5927  N59 1.012
72 H 4.0976 -1.1773 -2.5843  C60 1.093
73 H 5.7210 -1.7667 -2.2686  C60 1.096
74 H 4.1727 -2.9006 -0.8842  C61 1.095
75 H 4.7872 -4.1077 -2.0098  C61 1.097
76 H 3.4624 -5.1028 -3.4277  C63 1.093
77 H 2.5695 -3.8381 -4.3042  C63 1.093
78 H 1.7118 -4.9107 -3.1964  C63 1.090
79 C 5.2690 4.0215 2.9886  O80 1.417, H88 1.088, H89 1.096, H90 1.094
80 O 6.6673 4.1153 3.1974  C79 1.417, C81 1.420
81 C 7.4426 3.3827 2.2603  O80 1.420, C82 1.511, H91 1.095, H92 1.094
82 C 8.2240 4.2953 1.3432  C81 1.511, N83 1.456, H93 1.095, H94 1.099
83 N 7.3313 5.0088 0.4414  C82 1.456, C84 1.458, H95 1.012
84 C 7.9639 6.0613 -0.3453  N83 1.458, C85 1.524, H96 1.093, H97 1.095
85 C 8.5636 7.2496 0.3977  C84 1.524, O86 1.414, H98 1.093, H99 1.097
86 O 7.6096 8.0747 1.0365  C85 1.414, C87 1.414
87 C 7.2173 7.6714 2.3337  O86 1.414, H100 1.094, H101 1.094, H102 1.090
88 H 4.7771 4.4589 3.8549  C79 1.088
89 H 4.9463 4.5604 2.0906  C79 1.096
90 H 4.9606 2.9754 2.8992  C79 1.094
91 H 6.8024 2.7123 1.6783  C81 1.095
92 H 8.1455 2.7665 2.8294  C81 1.094
93 H 8.9162 3.6908 0.7481  C82 1.095
94 H 8.8259 4.9654 1.9730  C82 1.099
95 H 6.5764 5.4120 0.9818  N83 1.012
96 H 7.2126 6.4511 -1.0362  C84 1.093
97 H 8.7511 5.6069 -0.9567  C84 1.095
98 H 9.0556 7.8828 -0.3448  C85 1.093
99 H 9.3356 6.9415 1.1143  C85 1.097
100 H 8.0351 7.1761 2.8653  C87 1.094
101 H 6.3533 7.0004 2.3176  C87 1.094
102 H 6.9350 8.5690 2.8833  C87 1.090
103 C -1.0405 3.5947 -1.2628  O104 1.416, H112 1.089, H113 1.096, H114 1.093
104 O -0.8286 4.9920 -1.1726  C103 1.416, C105 1.421
105 C 0.5353 5.3693 -1.0397  O104 1.421, C106 1.513, H115 1.095, H116 1.094
106 C 1.0249 6.0873 -2.2780  C105 1.513, N107 1.455, H117 1.095, H118 1.099
107 N 1.1111 5.1790 -3.4116  C106 1.455, C108 1.457, H119 1.012
108 C 1.3723 5.8216 -4.6932  N107 1.457, C109 1.525, H120 1.093, H121 1.096
109 C 0.3307 6.7941 -5.2352  C108 1.525, O110 1.414, H122 1.093, H123 1.097
110 O -0.8926 6.1879 -5.6038  C109 1.414, C111 1.414
111 C -1.8314 6.0164 -4.5597  O110 1.414, H124 1.094, H125 1.094, H126 1.090
112 H -2.1142 3.4241 -1.2091  C103 1.089
113 H -0.6637 3.1754 -2.2025  C103 1.096
114 H -0.5553 3.0754 -0.4319  C103 1.093
115 H 1.1583 4.4938 -0.8286  C105 1.095
116 H 0.6078 6.0505 -0.1867  C105 1.094
117 H 2.0202 6.4982 -2.0796  C106 1.095
118 H 0.3467 6.9339 -2.4567  C106 1.099
119 H 0.2481 4.6544 -3.4764  N107 1.012
120 H 1.5011 5.0310 -5.4367  C108 1.093
121 H 2.3294 6.3501 -4.6236  C108 1.096
122 H 0.7362 7.2284 -6.1527  C109 1.093
123 H 0.1452 7.6263 -4.5445  C109 1.097
124 H -1.7547 6.8142 -3.8153  C111 1.094
125 H -1.7189 5.0539 -4.0526  C111 1.094
126 H -2.8252 6.0474 -5.0060  C111 1.090
127 C -11.2367 -4.7552 -2.3564  O128 1.412, H136 1.089, H137 1.096, H138 1.095
128 O -11.3877 -5.8488 -1.4762  C127 1.412, C129 1.422
129 C -10.3770 -6.8428 -1.5851  O128 1.422, C130 1.513, H139 1.094, H140 1.093
130 C -9.5089 -6.8773 -0.3470  C129 1.513, N131 1.455, H141 1.095, H142 1.099
131 N -8.6932 -5.6771 -0.2438  C130 1.455, C132 1.458, H143 1.012
132 C -7.9739 -5.5310 1.0159  N131 1.458, C133 1.524, H144 1.093, H145 1.095
133 C -8.7874 -5.3891 2.2971  C132 1.524, O134 1.415, H146 1.093, H147 1.097
134 O -9.5196 -4.1819 2.3903  C133 1.415, C135 1.414
135 C -10.7874 -4.1792 1.7648  O134 1.414, H148 1.094, H149 1.094, H150 1.090
136 H -12.1368 -4.1489 -2.2725  C127 1.089
137 H -10.3700 -4.1334 -2.1058  C127 1.096
138 H -11.1340 -5.0898 -3.3936  C127 1.095
139 H -9.7673 -6.6739 -2.4779  C129 1.094
140 H -10.8763 -7.8098 -1.6921  C129 1.093
141 H -8.8489 -7.7487 -0.4040  C130 1.095
142 H -10.1727 -7.0207 0.5176  C130 1.099
143 H -9.2847 -4.8674 -0.3801  N131 1.012
144 H -7.3383 -4.6461 0.9288  C132 1.093
145 H -7.3044 -6.3901 1.1307  C132 1.095
146 H -8.0799 -5.3712 3.1305  C133 1.093
147 H -9.4525 -6.2458 2.4634  C133 1.097
148 H -11.2531 -5.1685 1.7938  C135 1.094
149 H -10.7368 -3.8447 0.7243  C135 1.094
150 H -11.4188 -3.4778 2.3101  C135 1.090

HOMO level   -8.3 eV
Energy relative to the best compared isomer or geometry (same formula, charge and spin)   0.0 kJ/mol
E_LUMO   0.2 eV
Kohn-Sham gap   8.4 eV
Charge   0

These are the Mulliken partial charges, in e, on atoms 1 to 4: N -0.69; C 0.23; C -0.87; O -0.57